No. 1
# C9H12N2S

C9H12N2S as an isolated structure at a distorted geometry (ωB97M-V/def2-TZVPD, OMol25).

- Kohn-Sham gap (alpha / beta): 8.01 / 8.01 eV
- Energy above the lowest of the compared OMol25 structures with the same formula, charge and spin: 7.353 eV
- Charge: 0
- DFT total energy: -857.56891 Eh
- E_LUMO (alpha / beta): 0.012 / 0.012 eV
- HOMO level (alpha / beta): -8.0 / -8.0 eV
- M: 180.28 Da

```
24
C9H12N2S ωB97M-V/def2-TZVPD
C -1.61492 0.97304 -0.09463
C -2.94268 1.06974 0.02243
C -3.58796 -0.18512 0.11382
C 1.96105 -0.16552 0.10013
C 1.03407 0.25282 1.24605
C 1.16779 0.01084 -1.17767
C -0.26945 -0.63463 1.31405
C -0.19158 -0.76600 -1.18767
C -1.02680 -0.39023 0.06035
N -5.82157 0.64118 0.07731
N -4.64795 0.38392 -0.23338
S -2.50023 -1.52710 0.09696
H -0.83934 1.67383 0.08910
H 2.89146 0.36194 0.24570
H 2.26225 -1.25842 0.06647
H 1.66438 -0.04060 2.06869
H 1.03383 1.30116 1.16586
H 0.80301 1.06179 -1.26397
H 1.69424 -0.26844 -2.00264
H 0.15040 -1.58398 1.19048
H -0.85788 -0.64147 2.16674
H -0.73181 -0.33548 -2.10506
H -0.00678 -1.76120 -1.37652
H -6.42568 0.72700 -0.71713
```


No. 2
# C9H12N2S

One molecule with the formula C9H12N2S at a distorted geometry (ωB97M-V/def2-TZVPD, OMol25).

- Kohn-Sham gap (alpha / beta): 4.93 / 3.18 eV
- Energy above the lowest of the compared OMol25 structures with the same formula, charge and spin: 7.781 eV
- Charge: 0
- DFT total energy: -857.55318 Eh
- E_LUMO (alpha / beta): -1.482 / -2.436 eV
- HOMO level (alpha / beta): -6.4 / -5.6 eV
- M: 180.28 Da

```
24
C9H12N2S ωB97M-V/def2-TZVPD
C -2.43096 -0.59449 0.88063
C -2.02550 0.56117 0.26493
C 0.92588 0.75254 1.49847
C -1.55104 -1.70659 0.86810
C 2.03700 0.07227 1.48990
C 0.39610 1.55878 0.38880
C -0.66215 0.57109 -0.39764
C -0.85088 1.20563 -1.69150
C 2.71906 -1.53213 -0.62012
N -0.44905 -1.76963 0.12070
N -0.07743 -0.77795 -0.53747
S 3.38152 -0.37121 0.66688
H -3.36625 -0.84448 1.30200
H -2.59578 1.46179 0.29717
H 0.31312 0.71016 2.34800
H -1.90750 -2.72786 1.31671
H -0.22477 2.42042 0.84443
H 1.08603 1.97359 -0.44841
H -1.22256 2.18337 -1.57098
H -1.60587 0.69832 -2.21781
H -0.00282 1.44875 -2.24900
H 3.54649 -1.64131 -1.36623
H 1.82032 -1.13413 -0.90018
H 2.74703 -2.51811 -0.28741
```


No. 3
# C9H12N3

An isolated ion of composition C9H12N3 and charge +1 at a distorted geometry (ωB97M-V/def2-TZVPD, OMol25).

- SMILES string: NCC[n+]1c[nH]c2ccccc21
- Kohn-Sham gap: 8.75 eV
- Energy above the lowest of the compared OMol25 structures with the same formula, charge and spin: 1.285 eV
- Charge: +1
- DFT total energy: -514.12887 Eh
- E_LUMO: -3.582 eV
- HOMO level: -12.3 eV
- M: 162.22 Da

```
24
C9H12N3 ωB97M-V/def2-TZVPD
N 1.74086 0.10528 1.67868
C 1.98916 -1.24284 0.99252
C 1.87584 -0.95879 -0.48360
N 0.88671 -0.03167 -0.81302
C 1.15858 1.41310 -0.42324
N 0.01958 2.07344 -0.30945
C -1.01695 1.19957 -0.48056
C -2.36862 1.41904 -0.38425
C -3.24183 0.31952 -0.51038
C -2.66820 -0.94873 -0.62056
C -1.32672 -1.25853 -0.74996
C -0.42689 -0.08331 -0.71468
H 1.23733 -0.04909 2.60358
H 2.71087 0.45356 1.86612
H 1.20741 -1.94076 1.38574
H 3.09381 -1.43945 1.28974
H 2.92056 -0.80974 -0.94906
H 1.49808 -1.82775 -1.06291
H 2.15991 1.75685 -0.58267
H -0.07090 3.13018 -0.26441
H -2.82604 2.29306 -0.09514
H -4.28915 0.37145 -0.25621
H -3.42084 -1.74572 -0.44663
H -0.84255 -2.19864 -0.66966
```


No. 4
# C9H12N3O

A 2-piece molecular cluster, C9H12N3O overall at a distorted geometry (ωB97M-V/def2-TZVPD, OMol25).

- Kohn-Sham gap: 8.06 eV
- Energy above the lowest of the compared OMol25 structures with the same formula, charge and spin: 3.632 eV
- Charge: +1
- DFT total energy: -589.31253 Eh
- E_LUMO: -4.312 eV
- HOMO level: -12.4 eV
- M: 178.22 Da

```
25
C9H12N3O ωB97M-V/def2-TZVPD
C -1.76339 -2.67604 0.02271
C -1.67886 -2.24129 1.30600
C -1.04057 -1.94592 -1.04222
C -1.12360 -0.87043 1.73685
C -0.54021 -0.75125 -0.68742
C -0.59862 -0.13033 0.55496
C 2.43589 0.84609 1.64248
C 0.13615 0.14347 -1.63711
C 0.14483 2.52596 -1.08391
N 0.12853 0.98359 0.60921
N 2.87088 1.21997 0.55757
N 0.68859 1.19577 -0.66731
O 1.96485 0.61543 2.62229
H -2.26178 -3.60036 -0.39015
H -2.10753 -2.84183 2.15370
H -0.82428 -2.41164 -1.97689
H -1.94990 -0.21461 2.19806
H 0.85168 -0.41656 -2.13483
H -0.53453 0.61408 -2.44060
H 0.65305 3.27842 -0.31689
H 0.51256 2.82741 -2.07338
H -0.97464 2.58382 -0.92743
H -0.31135 -0.88229 2.50904
H 3.64365 0.85031 0.11049
H 1.67859 1.29822 -0.64522
```


No. 5
# C9H12N3O2S

A 2-piece molecular cluster, C9H12N3O2S overall at a distorted geometry (ωB97M-V/def2-TZVPD, OMol25).

- Kohn-Sham gap (alpha / beta): 6.66 / 6.65 eV
- Energy above the lowest of the compared OMol25 structures with the same formula, charge and spin: 7.116 eV
- Charge: +1
- DFT total energy: -1062.54955 Eh
- E_LUMO (alpha / beta): -5.544 / -5.546 eV
- HOMO level (alpha / beta): -12.2 / -12.2 eV
- M: 226.28 Da

```
27
C9H12N3O2S ωB97M-V/def2-TZVPD
C 1.96355 -3.47325 -0.51013
C 1.60391 -2.85361 0.63996
C 1.41575 -1.31068 -0.96929
C 1.61701 0.50466 3.20310
C -2.07932 3.69587 -1.18997
C 1.62968 0.36042 1.90180
C -1.38467 2.70795 -1.82179
C 0.60205 -0.48980 1.27699
C -1.29849 1.42427 -1.14769
N 1.21213 -1.51139 0.30727
N 1.83479 -2.48707 -1.50868
N 1.61792 -3.60676 1.91976
O 2.26030 -4.61693 1.90714
O 0.96547 -3.20801 2.91131
S -0.52443 -0.01070 -1.71871
H 2.32839 -4.56244 -0.56921
H 2.08835 1.45712 3.54133
H 0.88115 0.00778 3.89093
H -2.24087 4.64604 -1.67254
H -2.45118 3.51615 -0.22229
H 2.32130 0.74801 1.22505
H -0.92947 2.74172 -2.82870
H -0.07058 0.09254 0.67349
H 0.12314 -1.00426 2.10525
H -1.88166 1.42745 -0.24288
H 2.06270 -2.56105 -2.48653
H -0.04389 0.47311 -2.88202
```


No. 6
# C9H12N3O3

An isolated ion of composition C9H12N3O3 and charge +1 at a distorted geometry (ωB97M-V/def2-TZVPD, OMol25).

- SMILES string: C[C@]1(O)N[C@@]12[NH2+][C@]2(C)N1C(=O)C=CC1=O
- Kohn-Sham gap: 8.68 eV
- Energy above the lowest of the compared OMol25 structures with the same formula, charge and spin: 1.609 eV
- Charge: +1
- DFT total energy: -739.77642 Eh
- E_LUMO: -4.485 eV
- HOMO level: -13.2 eV
- M: 210.21 Da

```
27
C9H12N3O3 ωB97M-V/def2-TZVPD
C 2.65293 1.26643 0.66374
C 2.20831 0.43957 -0.49944
O 3.04946 -0.34055 -1.18151
N 1.05730 1.03159 -1.28455
C 0.90992 -0.12786 -0.44741
N 0.42413 -1.55630 -0.71121
C -0.31160 -0.82808 0.43299
C -0.04710 -1.29049 1.87635
N -1.56441 -0.37991 0.14756
C -2.05948 0.72687 0.86109
O -1.55311 1.15067 1.85990
C -3.20409 1.21196 0.07377
C -3.36624 0.43120 -0.98764
C -2.31833 -0.58977 -1.00020
O -2.05441 -1.33724 -1.94320
H 1.99650 1.22202 1.53277
H 2.53075 2.33306 0.27708
H 3.72345 1.06668 0.98893
H 3.93811 0.04969 -1.09959
H 0.93332 0.88005 -2.35929
H -0.04290 -1.71371 -1.63832
H 1.15610 -2.31542 -0.37892
H 0.98686 -1.56312 1.96204
H -0.79973 -2.07166 1.90509
H -0.31489 -0.39783 2.40759
H -3.80355 2.20809 0.28488
H -4.12728 0.49406 -1.74249
```